(1)
{"formula": "C2H3F2IO", "method": "ωB97M-V/def2-TZVPD", "species": ["O", "C", "F", "C", "I", "H", "H", "F", "H"], "xyz": [[0.421, 1.620, -0.487], [0.468, 0.451, -0.330], [0.897, -0.307, -1.353], [0.292, -0.309, 0.928], [2.337, -0.808, 1.620], [0.012, 0.283, 1.868], [-0.034, -1.291, 0.968], [-2.334, -0.209, -1.402], [-2.058, 0.571, -1.812]], "smiles": "O=C(F)CI.F", "homo_ev": -10.065, "relative_energy_ev": 0.431}

***

(2)
{"formula": "C47H45CrGeN5O7S3", "method": "ωB97M-V/def2-TZVPD", "species": ["Cr", "C", "C", "N", "N", "C", "S", "S", "C", "C", "C", "C", "C", "C", "C", "C", "C", "C", "C", "C", "C", "O", "H", "H", "H", "H", "H", "H", "H", "H", "H", "H", "H", "H", "H", "H", "O", "C", "O", "C", "C", "C", "C", "C", "C", "N", "O", "O", "H", "H", "H", "H", "C", "N", "C", "S", "N", "C", "H", "H", "H", "H", "H", "H", "H", "H", "O", "C", "O", "C", "C", "Ge", "C", "C", "C", "C", "C", "C", "C", "C", "C", "C", "C", "C", "C", "C", "C", "C", "C", "C", "H", "H", "H", "H", "H", "H", "H", "H", "H", "H", "H", "H", "H", "H", "H", "H", "H", "H", "H"], "xyz": [[-0.529, 2.456, -0.011], [-0.671, 2.631, -3.380], [0.339, 2.942, -2.317], [0.050, 3.909, -1.476], [1.021, 4.693, -0.995], [1.047, 5.019, 0.242], [0.078, 4.341, 1.482], [2.255, 6.279, 0.595], [3.783, 5.273, 0.291], [4.263, 4.667, 1.563], [3.599, 3.580, 2.126], [4.009, 3.064, 3.341], [5.094, 3.609, 4.006], [5.765, 4.685, 3.451], [5.348, 5.211, 2.242], [1.682, 2.363, -2.332], [2.477, 2.206, -3.455], [3.757, 1.685, -3.352], [4.247, 1.311, -2.106], [3.470, 1.435, -0.975], [2.155, 1.934, -1.052], [1.384, 1.999, -0.020], [-0.571, 3.352, -4.195], [-1.673, 2.711, -2.963], [-0.514, 1.632, -3.776], [4.508, 5.970, -0.129], [3.507, 4.529, -0.454], [2.746, 3.145, 1.626], [3.462, 2.239, 3.776], [5.409, 3.207, 4.960], [6.607, 5.126, 3.971], [5.865, 6.064, 1.821], [2.097, 2.521, -4.419], [4.366, 1.578, -4.239], [5.253, 0.915, -2.023], [3.844, 1.133, -0.007], [-1.528, 1.811, 1.667], [-2.526, 2.531, 1.312], [-2.528, 2.976, 0.126], [-3.575, 2.853, 2.256], [-3.340, 2.730, 3.641], [-4.308, 3.056, 4.549], [-5.569, 3.514, 4.105], [-5.797, 3.664, 2.718], [-4.818, 3.355, 1.819], [-6.555, 3.839, 5.010], [-6.342, 3.668, 6.240], [-7.649, 4.298, 4.591], [-2.362, 2.400, 3.968], [-4.145, 2.989, 5.615], [-6.761, 4.037, 2.405], [-4.969, 3.476, 0.756], [-3.909, -3.491, 1.111], [-3.981, -2.405, 2.052], [-3.062, -1.401, 2.016], [-1.921, -1.317, 0.824], [-3.110, -0.467, 2.986], [-4.207, -0.346, 3.914], [-4.734, -4.176, 1.294], [-2.960, -4.032, 1.179], [-3.985, -3.087, 0.101], [-4.467, -2.574, 2.917], [-2.543, 0.352, 2.780], [-5.174, -0.417, 3.404], [-4.152, 0.625, 4.398], [-4.156, -1.126, 4.684], [0.472, -0.520, -1.629], [-0.682, -0.090, -1.756], [-1.185, 0.908, -1.191], [-1.581, -0.838, -2.745], [-1.593, -2.295, -2.349], [0.236, -2.969, -1.815], [1.263, -2.638, -0.130], [0.750, -3.070, 1.084], [1.405, -2.800, 2.273], [2.606, -2.115, 2.261], [3.135, -1.694, 1.054], [2.458, -1.938, -0.129], [-0.277, -4.938, -1.542], [-1.380, -5.521, -2.158], [-1.762, -6.825, -1.896], [-1.037, -7.591, -1.002], [0.084, -7.047, -0.400], [0.455, -5.743, -0.675], [1.320, -3.146, -3.496], [2.706, -3.089, -3.556], [3.386, -3.304, -4.744], [2.689, -3.594, -5.905], [1.307, -3.663, -5.864], [0.642, -3.437, -4.674], [-1.128, -0.725, -3.737], [-2.580, -0.398, -2.742], [-1.975, -2.900, -3.174], [-2.258, -2.436, -1.502], [-0.191, -3.602, 1.100], [0.974, -3.118, 3.214], [3.119, -1.888, 3.187], [4.078, -1.161, 1.043], [2.840, -1.533, -1.053], [-1.965, -4.943, -2.858], [-2.635, -7.243, -2.384], [-1.346, -8.603, -0.774], [0.665, -7.642, 0.295], [1.329, -5.324, -0.194], [3.269, -2.869, -2.663], [4.468, -3.251, -4.767], [3.216, -3.761, -6.836], [0.748, -3.897, -6.763], [-0.438, -3.492, -4.661]], "homo_ev": [-0.810, -2.075], "total_charge": -2}

***

Taking the records one at a time from the top gives F_max values of 3.8; 3.5 eV/Å.
Taking the records one at a time from the top gives electronic energy values of -17705.5465; -188695.5730 eV.